C4H9N3O | ωB97M-V/def2-TZVPD

* gap between HOMO and LUMO: 8.0 eV
* F_max: 0.0248 Eh/bohr
* LUMO energy: 0.47 eV
* energy above the lowest of the compared OMol25 structures with the same formula, charge and spin: 456.45 kJ/mol

Bonds (Å) are listed after each position.
Element x y z (Å)
1 O -2.09743 0.67564 -0.67868  C5 1.242
2 N -0.17607 -2.12208 -0.27375  C8 1.323, H9 1.012, H15 1.011
3 N -0.43765 -0.03872 2.10833  C7 1.433, H11 1.014, H13 1.016
4 N 1.14595 1.23940 0.96075  C7 1.415, H14 1.014, H17 1.009
5 C -0.91433 0.35537 -0.47600  O1 1.242, C6 1.769, C7 1.625, C8 1.435
6 C 0.22320 0.57109 -1.81326  C5 1.769, H10 1.086, H12 1.090, H16 1.090
7 C 0.06627 0.33529 0.81992  N3 1.433, N4 1.415, C5 1.625, C8 1.521
8 C -0.12802 -0.80451 -0.16791  N2 1.323, C5 1.435, C7 1.521
9 H -0.97769 -2.56464 -0.70540  N2 1.012
10 H -0.31508 0.11289 -2.63802  C6 1.086
11 H -0.28231 0.72073 2.76142  N3 1.014
12 H 1.26049 0.23548 -1.79929  C6 1.090
13 H -1.44140 -0.18880 2.06783  N3 1.016
14 H 1.94721 0.81939 1.41926  N4 1.014
15 H 0.51558 -2.69208 0.19469  N2 1.011
16 H 0.19659 1.65862 -1.87747  C6 1.090
17 H 1.41469 1.68695 0.09759  N4 1.009